C46H121N3O16 | ωB97M-V/def2-TZVPD

XYZ file:
```
186
Properties=species:S:1:pos:R:3:forces:R:3:lowdin_spin:R:1
C 2.74079 -3.07947 2.40393 -0.3 -1.1 -0.1 0.00
C 2.43254 -4.26714 1.36884 0.8 1.6 1.2 0.00
C 1.27871 -3.83578 0.46102 -0.8 -0.1 1.1 0.00
C 1.06091 -4.72762 -0.73254 0.2 0.1 -0.1 0.00
C 2.36364 -4.79594 -1.48540 -0.5 0.2 -0.6 0.00
C 3.56517 -5.25480 -0.69459 0.7 -0.2 0.3 0.00
N 3.61053 -4.38154 0.53011 -0.5 -0.2 -2.4 0.00
O 4.79808 -4.55411 1.21681 0.5 -0.5 0.9 0.01
C 3.46561 -6.78767 -0.45051 -0.4 -0.2 0.8 0.00
C 4.82770 -4.99046 -1.56239 0.0 -0.3 1.0 0.01
C 2.05974 -5.48613 2.19312 -0.9 -1.0 0.4 0.00
H 3.22216 -3.54854 3.26205 0.3 0.2 0.0 0.00
H 1.83771 -2.61940 2.80504 -0.3 -0.2 -0.2 0.00
H 3.37054 -2.26669 2.04212 0.0 -0.2 -0.4 0.00
H 0.37002 -3.84446 1.06296 -0.1 0.0 0.3 0.00
H 1.41800 -2.78165 0.22122 0.2 0.0 -0.5 0.00
H 0.28791 -4.32377 -1.38636 -0.1 0.2 -0.1 0.00
H 0.70056 -5.72410 -0.47709 0.0 -0.1 0.4 0.00
H 2.56061 -3.76734 -1.78753 0.2 0.0 -0.5 0.00
H 2.21546 -5.43440 -2.35632 0.3 0.1 -0.3 0.00
H 3.85636 -7.19824 0.48053 0.5 0.7 0.3 0.00
H 2.41410 -7.05874 -0.35589 -0.1 -0.2 -0.5 0.00
H 3.96775 -7.40732 -1.19347 -0.3 0.3 -0.5 0.00
H 4.75753 -5.46899 -2.53921 -0.3 0.1 0.0 0.00
H 5.05243 -3.92977 -1.67433 -0.2 0.1 -0.1 0.00
H 5.67467 -5.45455 -1.05705 0.2 0.1 0.0 0.00
H 1.31106 -5.24762 2.94856 -0.2 0.4 -0.1 0.00
H 2.80493 -6.01474 2.78755 0.7 0.4 -0.4 0.00
H 1.57953 -6.25680 1.59016 0.0 0.0 -0.2 0.00
H 5.28118 -3.75146 1.00712 0.2 0.1 0.1 0.00
C 0.75464 0.75835 0.22769 -0.8 1.0 0.4 0.00
C -0.28163 0.64402 -0.93353 0.1 0.2 0.3 0.00
C -0.56932 -0.83973 -1.01319 -0.4 -0.9 -0.9 0.00
C -1.75312 -1.20570 -1.93865 -0.7 0.7 1.5 0.00
C -3.00760 -0.51633 -1.27779 1.3 -0.4 -2.3 0.00
C -2.86371 1.07300 -1.17094 0.1 -2.7 0.5 0.00
N -1.55407 1.32674 -0.56848 0.8 -0.5 1.7 0.00
O -1.33262 2.67876 -0.09400 -0.6 -1.7 -0.9 0.00
C -3.14949 1.79339 -2.48245 -0.6 0.3 0.0 0.00
C -3.92566 1.32677 -0.13943 -1.0 2.1 0.5 0.00
C 0.34626 1.15227 -2.23174 0.1 0.3 -0.2 0.01
H 1.56943 0.03432 0.22715 -0.1 -0.1 -0.5 0.00
H 0.23663 0.66084 1.18177 -0.2 -0.4 0.1 0.00
H 1.17633 1.76001 0.31100 0.2 0.1 -0.4 0.00
H 0.31441 -1.39127 -1.33400 0.3 0.3 -0.2 0.00
H -0.71483 -1.17342 0.01422 -0.6 -0.3 0.0 0.00
H -1.89802 -2.28465 -1.99311 0.0 -0.2 0.3 0.00
H -1.63230 -0.91966 -2.98349 0.2 0.5 0.1 0.00
H -3.21872 -1.05362 -0.35321 0.3 0.6 0.3 0.00
H -3.86409 -0.75138 -1.90968 -0.3 0.4 -0.1 0.00
H -4.19035 1.64535 -2.77017 0.0 -0.5 -0.2 0.00
H -3.15184 2.87610 -2.35667 0.5 0.2 0.2 0.00
H -2.49862 1.55111 -3.32256 0.0 -0.2 0.2 0.00
H -3.91471 2.39790 0.06222 0.2 0.2 0.6 0.00
H -4.95644 1.22349 -0.47843 0.1 -0.6 -0.5 0.00
H -3.83356 0.75573 0.78443 0.3 0.1 -0.2 0.00
H 1.09800 1.90745 -2.00222 0.2 -0.1 -0.2 0.01
H -0.35428 1.63457 -2.91345 -0.2 -0.1 0.1 0.00
H 0.78818 0.31633 -2.77397 0.3 0.2 0.0 0.00
H -1.12995 3.11198 -0.92638 0.4 1.3 -0.2 0.00
C 5.31938 4.33959 3.01803 -0.4 0.2 -0.5 0.00
C 4.75979 3.28434 4.02181 -1.3 -0.1 -1.0 0.00
C 3.48978 2.47565 3.46980 1.1 0.8 -0.2 0.00
C 3.79972 1.52146 2.33425 1.1 -1.3 0.6 0.00
C 4.80340 0.46478 2.90813 0.4 1.1 -0.5 0.00
C 6.07305 1.14665 3.57221 0.0 -1.5 0.0 0.00
N 5.71394 2.24173 4.45065 -2.3 0.2 0.9 0.00
O 6.77366 2.78703 5.19526 0.6 0.1 -0.5 0.00
C 6.79012 -0.00011 4.37037 0.3 0.6 0.1 0.00
C 7.04615 1.57511 2.50705 0.0 0.2 -1.0 0.01
C 4.17851 4.11746 5.17239 1.1 0.2 1.1 0.00
H 5.26947 4.03742 1.97194 0.3 -0.4 0.1 0.00
H 6.31352 4.73477 3.22687 0.2 -0.6 0.2 0.00
H 4.73004 5.25645 3.00546 -0.5 -0.1 0.3 0.00
H 3.17868 1.92164 4.35545 -0.3 -0.2 -0.1 0.00
H 2.68364 3.15722 3.19833 0.1 0.3 0.0 0.00
H 4.27250 1.94331 1.44733 0.0 0.6 0.1 0.00
H 2.91648 1.02309 1.93474 -0.2 -0.1 0.3 0.00
H 5.21776 -0.13042 2.09442 0.0 0.0 -0.2 0.00
H 4.33278 -0.28830 3.54018 -0.2 0.4 0.5 0.00
H 6.51697 -0.05357 5.42424 -0.6 -0.2 -0.1 0.00
H 6.65050 -0.95726 3.86790 -0.3 0.0 0.1 0.00
H 7.87060 0.13967 4.40394 0.1 0.3 -0.2 0.00
H 6.60346 2.28385 1.80718 0.0 0.2 0.1 0.00
H 7.92762 2.01920 2.96952 0.1 0.0 -0.2 0.00
H 7.29708 0.73275 1.86240 0.4 -0.2 0.2 0.01
H 3.42828 4.84491 4.86243 0.0 -0.3 -0.4 0.00
H 4.99128 4.70429 5.60033 0.1 0.2 0.0 0.00
H 3.78829 3.57127 6.03117 -0.2 -0.5 -0.2 0.00
H 6.78105 2.23984 5.98402 0.0 0.1 0.2 0.00
C -2.23277 -5.53937 -4.31975 0.4 0.3 1.8 0.01
C -2.20523 -5.74680 -2.77369 -0.2 -0.3 -0.7 0.00
O -3.20680 -6.64884 -2.42254 -1.7 -1.4 0.2 0.00
H -2.07543 -6.49147 -4.82655 0.0 0.1 0.1 0.00
H -1.39609 -4.86693 -4.50919 -0.1 0.1 -0.5 0.00
H -3.17658 -5.08903 -4.62720 0.1 0.0 0.0 0.00
H -2.47870 -4.89426 -2.15200 1.0 0.9 -0.6 0.00
H -1.29712 -6.24336 -2.43185 0.7 0.7 -0.3 0.00
H -3.29420 -6.58191 -1.46888 -0.2 -0.3 0.0 0.00
C -6.89939 0.46474 -3.56737 0.2 0.2 -1.3 0.00
C -7.77605 0.63008 -4.81362 -0.8 0.2 0.3 0.00
O -7.48201 1.83551 -5.51069 0.9 0.3 0.2 0.00
H -7.12142 -0.51502 -3.14444 -0.1 0.2 0.4 0.00
H -6.96653 1.29719 -2.86693 -0.3 -0.2 0.1 0.00
H -5.87499 0.43251 -3.93839 0.2 0.0 0.2 0.00
H -8.83076 0.66848 -4.54117 -0.2 -0.2 0.3 0.00
H -7.65104 -0.24533 -5.45090 0.2 -0.1 -0.2 0.00
H -8.10599 2.05569 -6.20623 -0.2 -0.4 0.2 0.00
C 1.56003 5.23065 -4.86532 -0.8 1.4 0.3 0.03
C 0.58058 4.14655 -5.15320 0.6 -1.5 -0.4 0.04
O -0.74703 4.31312 -4.63145 0.4 0.3 0.1 0.02
H 1.07180 6.16495 -5.14248 0.2 0.5 0.1 0.00
H 2.49067 5.19062 -5.43137 0.0 -0.4 0.2 0.01
H 1.73542 5.23480 -3.78953 0.4 0.2 -0.1 0.00
H 1.02368 3.27860 -4.66492 -0.5 -0.5 -0.1 0.01
H 0.50102 3.92859 -6.21821 0.0 0.0 -0.1 0.01
H -1.21299 4.86959 -5.25980 -0.2 0.1 0.1 0.01
C -2.59818 -0.87809 2.46341 1.4 1.1 -0.1 0.00
C -1.47218 -1.40496 3.35747 -1.4 -0.3 -0.6 0.00
O -2.05201 -2.55254 3.96035 0.6 -0.5 1.0 0.00
H -2.19517 0.00666 1.97056 -0.2 0.0 -0.7 0.00
H -3.46370 -0.49386 3.00316 -0.1 -0.3 0.4 0.00
H -2.88939 -1.66006 1.76212 0.0 0.2 0.0 0.00
H -1.14142 -0.69897 4.11923 0.0 0.2 0.0 0.00
H -0.59925 -1.71772 2.78451 -0.1 0.0 -0.1 0.00
H -2.66178 -2.15501 4.58626 -0.3 -0.5 0.2 0.00
C -0.39348 3.72874 2.97673 0.4 1.4 0.6 0.00
C -1.21276 2.52731 3.30511 1.2 -0.9 0.2 0.00
O -2.39551 2.54741 2.56260 -0.8 -0.3 0.5 0.00
H -0.05927 3.80363 1.94194 -0.2 -0.3 -0.1 0.00
H 0.48831 3.86696 3.60239 0.1 -0.4 0.1 0.00
H -1.00043 4.60686 3.19722 -0.1 0.2 -0.2 0.00
H -1.36967 2.37859 4.37345 -0.7 0.7 0.1 0.00
H -0.63463 1.62624 3.10033 0.2 -0.3 -0.5 0.00
H -2.08994 2.50497 1.65352 -0.2 0.1 -0.8 0.00
C 3.27127 5.01726 -0.15374 0.3 -0.1 0.0 0.01
C 4.12009 3.86711 -0.73533 -0.8 0.4 -0.8 0.04
O 4.34195 4.09877 -2.12013 -0.2 1.2 -0.2 0.13
H 3.72381 6.00071 -0.28082 0.3 -0.1 -0.2 0.00
H 3.12976 4.90725 0.92142 0.0 -0.3 0.1 0.00
H 2.27683 5.08876 -0.59429 0.0 -0.3 -0.2 0.00
H 3.53233 2.94943 -0.75764 0.1 -0.3 1.0 0.01
H 5.07466 3.75447 -0.22131 -0.1 -0.1 0.2 0.01
H 5.05858 3.56000 -2.46331 0.3 -0.4 0.0 0.06
C 4.02973 -0.50854 -1.51732 -1.3 -1.0 -0.3 0.05
O 5.29849 -0.02415 -1.32636 1.2 0.3 0.6 0.11
H 3.25877 0.26108 -1.55493 -0.1 0.2 0.2 0.01
H 3.92738 -1.08560 -2.43635 0.0 -0.1 -0.4 0.01
H 3.80450 -1.21903 -0.72197 -0.1 0.1 0.3 0.00
H 5.44531 0.70349 -1.93512 0.2 0.4 -0.3 0.05
C -4.35899 2.02820 5.09323 0.9 0.5 0.4 0.00
O -4.94227 1.82918 3.83807 -0.9 0.0 0.2 0.00
H -3.62500 2.83373 5.07134 0.4 0.0 -0.3 0.00
H -5.02000 2.38889 5.88132 -0.7 -0.5 -0.3 0.00
H -3.84634 1.12840 5.43329 0.0 -0.2 0.2 0.00
H -4.25420 1.98288 3.18650 0.4 0.1 -0.3 0.00
C -7.46313 2.07902 1.25772 -0.3 -1.3 0.1 0.00
O -8.18882 0.86348 0.89559 0.0 1.4 0.0 0.00
H -8.14251 2.90730 1.05644 0.1 -0.1 0.0 0.00
H -7.15665 2.07667 2.30374 -0.3 0.0 0.2 0.00
H -6.52728 2.20718 0.71379 -0.1 0.0 -0.4 0.00
H -7.70045 0.05415 1.06316 0.5 0.0 0.1 0.00
C 0.62083 -1.99001 -4.44461 0.1 -0.2 -0.3 0.04
O 1.81018 -1.69705 -5.16965 -0.1 0.0 0.5 0.06
H 0.88981 -2.41444 -3.47734 0.2 0.0 0.0 0.00
H -0.01301 -1.12482 -4.25021 0.1 0.2 -0.2 0.01
H 0.03675 -2.73494 -4.98499 -0.3 -0.1 0.0 0.01
H 1.57774 -1.24215 -5.98245 -0.1 0.1 -0.1 0.02
C -0.44555 5.74328 -1.32871 -0.5 2.3 0.2 0.01
O -0.28182 4.52795 -1.88697 0.6 -2.9 -0.1 0.00
H -1.46627 6.07314 -1.52213 -0.2 0.5 0.4 0.00
H -0.23662 5.75179 -0.25895 -0.1 -0.3 0.0 0.00
H 0.22844 6.46607 -1.78851 0.2 0.4 0.0 0.00
H -0.56644 4.53348 -2.80379 -0.1 0.0 -0.7 0.00
C -6.08097 -2.47413 1.75294 0.1 -1.5 -0.6 0.00
O -6.87364 -1.81368 0.79310 -0.6 1.4 0.1 0.00
H -5.87918 -1.99529 2.71111 -0.4 0.7 -0.4 0.00
H -6.62953 -3.39050 1.97078 0.5 -0.4 0.4 0.00
H -5.14273 -2.68552 1.23999 0.3 -0.3 0.5 0.00
H -7.38579 -2.47411 0.32073 0.1 0.2 0.1 0.00
C -6.52119 -3.54775 -2.25508 0.0 0.9 0.4 0.00
O -7.90932 -3.34243 -2.38643 -1.1 -0.2 -0.6 0.00
H -6.03599 -3.91203 -3.16061 -0.5 -0.6 0.0 0.00
H -6.11117 -2.54567 -2.12933 0.6 -0.1 0.6 0.00
H -6.42042 -4.19653 -1.38501 1.0 0.0 -0.2 0.00
H -8.31581 -3.54762 -1.54128 -0.1 0.0 -0.2 0.00
```
Positions in Å, forces in eV/Å.

Summary:
Multiplicity: 2
Charge: -1
Frontier orbital gap (spin up / spin down) (eV): 1.21 / 7.94



C38H33BrF6N4O6ReS | ωB97M-V/def2-TZVPD

XYZ file:
```
90
Properties=species:S:1:pos:R:3:forces:R:3:lowdin_spin:R:1
Re -10.82816 -2.60413 16.17634 0.3 0.1 0.9 2.41
Br -16.49486 -6.50696 18.49378 0.7 0.1 -0.5 0.00
C -14.88090 -5.94805 17.60495 -0.2 -0.3 0.0 0.01
C -14.65875 -6.17938 16.24850 0.4 0.7 -0.1 0.01
C -13.52116 -5.62314 15.63613 -1.4 -0.8 -0.7 0.01
C -12.60189 -4.87671 16.33968 1.0 0.3 0.4 0.02
O -11.53803 -4.36214 15.68018 -0.4 -0.1 -0.2 0.16
C -12.73217 -4.75064 17.74632 -2.5 -0.9 -1.0 0.01
C -11.70860 -4.21169 18.52587 0.2 -0.7 1.9 0.03
N -10.78973 -3.44147 18.08242 0.4 0.4 -0.4 0.00
C -9.54966 -3.25384 18.73424 1.0 0.2 0.5 0.00
C -9.30277 -3.17058 20.09093 0.1 0.1 -0.6 0.01
C -7.96919 -3.01181 20.54897 0.4 -0.1 -0.3 0.00
C -6.89164 -3.05029 19.67119 -1.0 0.1 1.3 0.01
C -7.13372 -3.12918 18.29347 0.3 -0.1 -0.9 0.00
C -6.10971 -3.13760 17.31102 -0.3 0.1 -0.7 0.02
C -6.44756 -3.19483 15.96583 0.5 0.1 1.4 0.00
C -7.80576 -3.15140 15.63051 0.3 -0.5 -1.6 0.03
N -8.78641 -3.13133 16.49351 0.1 0.0 0.4 0.00
C -8.45003 -3.17777 17.81858 -1.2 0.2 1.1 0.01
C -13.92114 -5.30882 18.32737 0.8 0.8 1.4 0.00
H -15.43180 -6.72369 15.72716 0.2 0.0 -0.5 0.00
H -13.36988 -5.71762 14.55799 -0.1 -0.1 0.4 0.00
H -11.64847 -4.60100 19.55912 0.1 0.4 -0.4 0.00
H -10.11120 -3.20371 20.81015 0.0 0.1 0.0 0.00
H -7.80608 -2.85536 21.61942 0.0 -0.3 -0.4 0.00
H -5.88422 -3.00950 20.06955 0.0 0.0 -0.2 0.00
H -5.07476 -3.07579 17.63524 -0.1 -0.1 -0.1 0.00
H -5.66869 -3.24061 15.20876 -0.4 0.0 0.0 0.00
H -8.08616 -3.19996 14.58007 0.0 0.2 0.2 0.00
H -14.12890 -5.17747 19.40442 0.5 0.0 -0.6 0.00
F -10.30871 1.95824 18.48891 -0.3 -0.3 -0.3 0.00
C -11.25993 1.40266 17.68199 -0.9 -0.9 0.2 0.00
F -12.45599 1.89458 18.02358 0.5 0.0 0.3 0.00
F -11.02317 1.80100 16.44098 0.4 0.0 -0.3 0.00
C -11.29470 -0.20396 17.82469 0.9 1.7 0.5 0.01
O -11.98347 -0.68190 18.67837 -0.3 -0.3 0.0 0.01
O -10.42292 -0.76452 17.04332 -0.1 -0.4 -0.6 0.07
C -4.98307 1.98860 18.56358 -0.4 -0.7 -0.4 0.00
C -5.25897 0.44230 18.54291 1.6 0.5 -1.2 0.00
N -6.62321 0.16626 18.26005 -0.6 -0.2 -0.4 0.00
C -7.02665 0.92317 17.06976 0.1 -0.1 0.1 0.00
C -7.07336 2.43362 17.40026 -0.6 -0.7 -0.1 0.00
N -6.32927 2.62279 18.67560 -0.1 -0.6 0.2 0.00
C -7.04645 1.97087 19.83119 -0.6 0.4 -0.4 0.00
C -7.45084 0.55707 19.38020 -0.3 -0.1 0.2 0.00
H -4.55753 2.32192 17.61984 0.2 0.1 0.1 0.00
H -4.37567 2.29365 19.39643 0.3 0.2 0.3 0.00
H -4.93005 -0.03120 19.46243 0.0 -0.1 0.1 0.00
H -4.68574 0.07123 17.67091 0.1 -0.2 0.8 0.00
H -7.97169 0.56272 16.70200 -0.6 0.0 0.1 0.00
H -6.34700 0.72388 16.24364 0.3 0.0 0.1 0.00
H -8.11235 2.76549 17.54749 0.5 0.2 -0.1 0.00
H -6.53757 2.99032 16.65234 -0.1 0.5 -0.3 0.00
H -6.23116 3.60649 18.84429 0.1 0.6 0.2 0.00
H -7.88370 2.63501 20.09761 0.3 -0.4 0.2 0.00
H -6.29039 1.88441 20.59878 -0.1 0.3 0.5 0.00
H -8.48129 0.46404 19.03605 -0.1 0.2 0.3 0.00
H -7.29412 -0.11180 20.23400 -0.1 0.0 -0.3 0.00
F -9.26246 -1.35039 11.75465 -0.1 -0.3 -0.3 0.00
C -9.63946 -0.43175 12.63116 0.5 0.5 0.4 0.00
F -8.79309 0.61865 12.50546 -0.8 -0.6 0.1 0.00
F -10.87929 -0.03991 12.37317 -0.2 0.3 -0.5 0.00
C -9.58525 -1.01128 14.06335 0.0 0.3 -0.3 0.01
O -8.62952 -0.70646 14.73913 -0.6 -0.5 0.3 0.02
O -10.60891 -1.81248 14.33264 1.2 0.6 0.0 0.08
O -12.76371 -1.97485 16.15576 0.0 -0.1 0.3 0.06
S -13.57707 -2.03402 14.83118 -0.8 -0.6 -0.6 0.01
C -13.96480 -0.37043 14.50675 -0.4 0.9 -0.3 0.00
C -13.80218 0.06344 13.19092 0.5 -0.8 -0.1 0.00
C -14.06278 1.36632 12.84307 -0.6 0.8 1.2 0.00
C -14.55586 2.22578 13.86009 0.7 0.2 -1.5 0.00
C -14.72771 1.78953 15.15909 -0.3 0.3 0.1 0.00
C -14.44299 0.48845 15.49471 0.2 -1.0 0.1 0.00
C -15.18494 -2.72354 15.29215 0.7 0.0 0.2 0.00
C -16.02085 -3.16141 14.26874 0.4 0.9 -0.9 0.00
C -17.29037 -3.60992 14.55451 0.5 -0.3 1.2 0.00
C -17.66925 -3.71664 15.90544 -1.1 -0.4 -1.1 0.00
C -16.81263 -3.30899 16.89871 -0.5 -0.6 1.3 0.00
C -15.54056 -2.85148 16.61761 0.3 0.5 0.6 0.00
H -13.41897 -0.63689 12.45529 0.0 0.1 0.0 0.00
H -13.87202 1.69921 11.83320 -0.2 0.1 0.0 0.00
H -14.74598 3.27271 13.60651 -0.1 -0.4 0.1 0.00
H -15.11528 2.47209 15.90123 0.0 0.0 0.1 0.00
H -14.58972 0.09194 16.49374 0.0 0.2 0.1 0.00
H -15.71474 -3.05638 13.22185 0.0 -0.1 0.4 0.00
H -17.91030 -3.94429 13.75487 -0.5 -0.1 -0.3 0.00
H -18.65749 -4.16097 16.13624 0.7 0.5 0.0 0.00
H -17.13479 -3.45183 17.94576 0.3 0.2 -0.7 0.00
H -14.86766 -2.60734 17.45036 -0.2 0.1 -0.6 0.00
```
Positions in Å, forces in eV/Å.

Summary:
Multiplicity: 4
Charge: +2
Frontier orbital gap (spin up / spin down) (eV): 7.13 / 7.19



- Which of these has the lowest charge?
  C46H121N3O16



- Among the records above, which one has the highest multiplicity?
  C38H33BrF6N4O6ReS



- Among the records above, which one has the lowest multiplicity?
  C46H121N3O16



- multiplicity of number 2 (C38H33BrF6N4O6ReS)?
  4